Record 1
The following is a quantum chemistry calculation of 8 unconnected molecules or ions with the total composition C37H41Cl2F5N2O2 at a distorted geometry, from the Open Molecules 2025 dataset.

XYZ file:
```
89
C37H41Cl2F5N2O2 ωB97M-V/def2-TZVPD
C -2.246 -0.626 -4.104
C -1.835 -2.032 -3.710
O -1.227 -2.766 -4.473
N -2.046 -2.308 -2.407
C -1.815 -3.581 -1.787
H -2.191 0.069 -3.264
H -3.275 -0.692 -4.470
H -1.663 -0.171 -4.900
H -2.259 -1.581 -1.743
H -1.157 -4.188 -2.419
H -2.695 -4.209 -1.631
H -1.230 -3.494 -0.871
C 0.872 0.413 0.059
C -0.459 -0.218 0.436
O -1.374 -0.202 -0.387
N -0.479 -0.811 1.637
C -1.582 -1.629 2.130
H 0.716 1.424 -0.317
H 1.339 -0.177 -0.730
H 1.587 0.487 0.883
H 0.416 -0.875 2.086
H -1.487 -1.681 3.209
H -1.407 -2.609 1.672
H -2.511 -1.243 1.719
C -2.604 1.458 6.361
Cl -1.834 1.270 7.932
Cl -2.176 0.049 5.337
H -3.673 1.504 6.516
H -2.149 2.339 5.926
F 1.957 -4.940 -2.919
C 2.439 -3.681 -2.788
C 3.248 -3.382 -1.696
C 3.618 -2.056 -1.494
C 3.233 -1.072 -2.415
C 2.438 -1.403 -3.484
C 2.004 -2.718 -3.653
H 3.634 -4.197 -1.096
H 4.254 -1.819 -0.652
H 3.564 -0.058 -2.223
H 2.094 -0.727 -4.258
H 1.329 -2.861 -4.488
F 3.766 3.277 2.030
C 2.915 2.439 2.649
C 3.367 1.144 2.887
C 2.495 0.296 3.565
C 1.233 0.717 3.954
C 0.854 2.041 3.777
C 1.670 2.884 3.030
H 4.332 0.832 2.518
H 2.743 -0.747 3.726
H 0.580 0.068 4.523
H -0.095 2.423 4.130
H 1.444 3.913 2.778
F 0.174 6.530 -0.849
C -0.538 5.649 -0.135
C -1.561 6.139 0.656
C -2.362 5.307 1.423
C -1.994 3.956 1.503
C -0.981 3.443 0.714
C -0.287 4.292 -0.161
H -1.798 7.196 0.603
H -3.154 5.746 2.009
H -2.334 3.361 2.345
H -0.608 2.431 0.777
H 0.546 3.887 -0.724
F -0.161 -4.378 4.597
C -0.193 -4.623 3.283
C 0.822 -4.154 2.456
C 0.909 -4.535 1.138
C -0.059 -5.411 0.646
C -1.133 -5.824 1.394
C -1.129 -5.494 2.757
H 1.564 -3.458 2.839
H 1.647 -4.145 0.451
H -0.030 -5.738 -0.390
H -1.912 -6.458 0.999
H -1.934 -5.819 3.408
F 0.808 1.379 -5.868
C 0.326 2.246 -4.967
C 0.001 3.522 -5.370
C -0.422 4.486 -4.462
C -0.707 4.065 -3.164
C -0.403 2.767 -2.744
C 0.069 1.854 -3.668
H 0.195 3.845 -6.388
H -0.713 5.485 -4.751
H -1.076 4.765 -2.422
H -0.588 2.527 -1.706
H 0.343 0.863 -3.319
```

Properties
SMILES string   Fc1ccccc1.Fc1ccccc1.Fc1ccccc1.Fc1ccccc1.Fc1ccccc1.CNC(C)=O.CNC(C)=O.ClCCl
Energy above the lowest of the compared OMol25 structures with the same formula, charge and spin   0.0 kJ/mol
Orbital gap   9.408 eV

Record 2
The following is a quantum chemistry calculation of a molecular structure, C37H41IN3O2PSe2W, from the Open Molecules 2025 dataset.

XYZ file:
```
88
C37H41IN3O2PSe2W ωB97M-V/def2-TZVPD
W -0.547 -0.225 -0.061
C -4.495 -0.310 -2.387
C -4.548 0.723 -3.297
C -3.480 1.602 -3.346
C -2.381 1.435 -2.510
N -2.328 0.412 -1.636
C -3.373 -0.420 -1.585
C -1.344 2.518 -2.604
C -1.029 3.044 -3.859
C -0.241 4.179 -3.935
C 0.223 4.751 -2.761
C -0.097 4.122 -1.566
N -0.855 3.036 -1.485
H -5.291 -1.031 -2.270
H -5.404 0.863 -3.945
H -3.508 2.454 -4.010
H -3.318 -1.213 -0.855
H -1.396 2.571 -4.760
H 0.009 4.606 -4.898
H 0.832 5.644 -2.768
H 0.266 4.516 -0.622
C -0.638 2.604 5.876
C -0.210 1.292 5.768
C 0.241 0.803 4.549
C 0.267 1.625 3.428
C -0.202 2.935 3.537
C -0.638 3.425 4.755
P 0.864 0.941 1.853
C 2.288 1.976 1.357
C 3.488 1.350 1.024
C 4.577 2.093 0.591
C 4.478 3.471 0.471
C 3.285 4.102 0.795
C 2.198 3.360 1.234
C 1.515 -0.688 2.112
C 2.492 -1.169 2.980
C 2.953 -2.458 2.794
C 2.466 -3.201 1.716
C 1.506 -2.689 0.856
C 0.964 -1.412 1.055
H -0.990 2.985 6.826
H -0.233 0.639 6.631
H 0.550 -0.230 4.471
H -0.281 3.562 2.661
H -1.004 4.441 4.824
H 3.578 0.276 1.111
H 5.502 1.589 0.343
H 5.326 4.051 0.131
H 3.197 5.177 0.707
H 1.283 3.876 1.481
H 2.895 -0.539 3.764
H 3.704 -2.877 3.452
H 2.856 -4.196 1.538
H 1.202 -3.283 0.007
O -3.911 -3.290 -1.032
C -3.577 -4.271 -0.061
C -2.084 -4.351 0.328
C -1.798 -5.821 0.704
O -2.697 -6.357 1.661
C -1.730 -3.498 1.542
Se -2.201 -1.606 1.518
C -1.151 -4.083 -0.848
Se -0.671 -2.310 -1.556
H -3.313 -3.370 -1.782
H -3.904 -5.259 -0.404
H -4.169 -4.018 0.818
H -0.762 -5.906 1.056
H -1.905 -6.451 -0.182
H -2.551 -5.913 2.501
H -0.666 -3.593 1.767
H -2.287 -3.859 2.410
H -1.531 -4.577 -1.748
H -0.191 -4.555 -0.638
I -2.381 1.635 1.206
C 0.927 -0.036 -3.667
C 1.598 0.300 -2.333
C 2.686 -0.733 -2.025
C 2.208 1.700 -2.394
N 0.613 0.279 -1.269
H 1.672 0.031 -4.464
H 0.126 0.668 -3.886
H 0.518 -1.043 -3.657
H 3.465 -0.676 -2.787
H 2.266 -1.738 -2.015
H 3.136 -0.538 -1.052
H 3.025 1.703 -3.120
H 2.602 2.001 -1.423
H 1.466 2.427 -2.710
```

Properties
Energy above the lowest of the compared OMol25 structures with the same formula, charge and spin   86.1 kJ/mol
Orbital gap   6.719 eV

Record 3
The following is a quantum chemistry calculation of a molecular structure, C37H41N5O2P3RhS2, from the Open Molecules 2025 dataset.

XYZ file:
```
91
C37H41N5O2P3RhS2 ωB97M-V/def2-TZVPD
Rh -2.537 -0.006 0.580
N -4.458 -2.725 3.203
C -3.306 -2.139 2.878
N -3.532 -1.276 1.915
C -4.880 -1.383 1.684
N -5.476 -2.257 2.458
C -5.486 -0.541 0.671
C -6.841 -0.491 0.398
N -7.337 0.388 -0.467
C -6.479 1.213 -1.037
C -5.109 1.158 -0.795
N -4.607 0.269 0.047
H -4.626 -3.437 3.893
H -2.358 -2.350 3.342
H -7.537 -1.156 0.894
H -6.868 1.944 -1.733
H -4.412 1.821 -1.287
C 1.789 -2.588 -0.599
C 0.662 -2.341 0.402
P 1.275 -1.301 1.770
C 1.938 -2.408 3.033
C 3.264 -2.237 3.429
C 3.826 -3.093 4.365
C 3.071 -4.120 4.908
C 1.749 -4.300 4.516
C 1.186 -3.450 3.581
C -0.096 -0.344 2.429
C -0.582 -0.479 3.709
C -1.638 0.345 4.146
C -2.177 1.302 3.331
C -1.682 1.499 2.017
C -0.634 0.661 1.561
C 2.231 -1.299 -1.293
P 2.534 0.098 -0.160
C 2.465 1.584 -1.208
C 1.710 2.688 -0.827
C 1.629 3.795 -1.658
C 2.296 3.801 -2.871
C 3.058 2.705 -3.254
C 3.147 1.602 -2.425
C 4.219 -0.018 0.472
C 4.720 1.044 1.222
C 5.980 0.961 1.789
C 6.748 -0.183 1.617
C 6.256 -1.243 0.870
C 4.994 -1.163 0.299
H 1.445 -3.295 -1.357
H 2.635 -3.063 -0.093
H 0.280 -3.282 0.804
H -0.172 -1.813 -0.070
H 3.855 -1.433 3.006
H 4.856 -2.954 4.668
H 3.511 -4.787 5.637
H 1.164 -5.106 4.938
H 0.157 -3.600 3.271
H -0.153 -1.209 4.385
H -2.020 0.227 5.153
H -2.965 1.945 3.702
H -1.944 2.388 1.459
H -0.088 0.920 0.667
H 1.433 -0.935 -1.941
H 3.109 -1.470 -1.921
H 1.177 2.685 0.115
H 1.034 4.648 -1.359
H 2.224 4.662 -3.523
H 3.584 2.714 -4.200
H 3.749 0.754 -2.730
H 4.129 1.944 1.358
H 6.366 1.793 2.364
H 7.734 -0.244 2.059
H 6.855 -2.132 0.724
H 4.625 -1.997 -0.284
C -2.945 3.927 -4.659
C -3.541 3.498 -3.336
O -2.654 2.651 -2.564
P -2.342 1.146 -3.022
S -1.339 0.390 -1.401
S -3.869 0.170 -3.705
O -1.177 1.394 -4.098
C -0.802 0.411 -5.080
C 0.486 -0.269 -4.680
H -3.556 4.723 -5.088
H -2.912 3.102 -5.368
H -1.933 4.306 -4.517
H -4.484 2.965 -3.485
H -3.716 4.358 -2.690
H -0.695 0.962 -6.016
H -1.614 -0.307 -5.199
H 1.273 0.465 -4.500
H 0.817 -0.944 -5.471
H 0.333 -0.854 -3.772
```

Properties
Expectation value of S²   0.766
Spin multiplicity   2
Orbital gap (spin up / spin down)   6.972 / 5.556 eV
Net charge   +1

Record 4
The following is a quantum chemistry calculation of a molecular structure, C37H41N7SSiZn, from the Open Molecules 2025 dataset.

XYZ file:
```
88
C37H41N7SSiZn ωB97M-V/def2-TZVPD
Zn 0.252 -0.371 0.653
C 7.157 -1.256 -1.494
C 5.799 -0.776 -1.043
C 5.518 0.575 -0.854
C 4.274 0.991 -0.432
C 3.207 0.104 -0.166
N 1.986 0.568 0.257
C 1.925 1.778 0.960
C 2.797 2.068 2.022
C 2.679 3.209 2.789
C 1.657 4.129 2.558
C 1.466 5.344 3.430
C 0.777 3.852 1.528
C 0.910 2.717 0.733
N -0.046 2.527 -0.316
C -0.634 3.487 -1.064
C -1.566 2.870 -1.866
C -1.473 1.510 -1.535
N -0.552 1.315 -0.604
C 3.490 -1.259 -0.417
C 4.767 -1.664 -0.808
N 2.515 -2.304 -0.264
C 2.580 -3.546 -0.792
C 1.548 -4.287 -0.266
C 0.879 -3.401 0.582
N 1.467 -2.209 0.580
H 7.928 -0.520 -1.264
H 7.178 -1.429 -2.573
H 7.429 -2.193 -1.005
H 6.290 1.316 -1.035
H 4.092 2.049 -0.295
H 3.578 1.348 2.237
H 3.372 3.374 3.607
H 2.356 5.542 4.026
H 0.626 5.199 4.114
H 1.255 6.231 2.830
H -0.062 4.518 1.359
H -0.341 4.521 -0.994
H -2.202 3.336 -2.600
H -2.011 0.664 -1.932
H 4.974 -2.723 -0.903
H 3.332 -3.820 -1.511
H 1.305 -5.313 -0.487
H -0.015 -3.549 1.169
C -2.293 3.979 3.765
C -2.732 3.397 2.581
C -2.348 2.102 2.261
C -1.540 1.345 3.120
C -1.113 1.949 4.304
C -1.480 3.252 4.624
Si -1.018 -0.413 2.634
C -2.599 -1.454 2.500
C -3.002 -2.338 3.503
C -4.159 -3.099 3.376
C -4.948 -2.984 2.240
C -4.568 -2.111 1.228
C -3.402 -1.367 1.356
H -2.586 4.991 4.017
H -3.368 3.956 1.903
H -2.689 1.669 1.324
H -0.484 1.391 4.991
H -1.135 3.697 5.551
H -0.336 -0.949 3.852
H -2.404 -2.430 4.404
H -4.449 -3.778 4.170
H -5.853 -3.571 2.142
H -5.180 -2.013 0.337
H -3.103 -0.704 0.546
C -3.515 -2.109 -2.092
N -2.744 -1.882 -3.304
C -3.532 -1.382 -4.425
C -1.388 -1.835 -3.273
S -0.518 -1.750 -1.851
N -0.762 -1.839 -4.502
C 0.636 -1.431 -4.560
C -1.059 -2.937 -5.424
H -4.439 -2.627 -2.358
H -3.773 -1.163 -1.605
H -2.948 -2.709 -1.389
H -4.211 -0.607 -4.062
H -4.137 -2.175 -4.872
H -2.887 -0.951 -5.181
H 0.784 -0.515 -3.997
H 0.890 -1.258 -5.607
H 1.302 -2.197 -4.150
H -2.026 -3.376 -5.210
H -0.300 -3.720 -5.324
H -1.052 -2.581 -6.456
```

Properties
Energy above the lowest of the compared OMol25 structures with the same formula, charge and spin   13.6 kJ/mol
Orbital gap   6.917 eV

Record 5
The following is a quantum chemistry calculation of a molecular structure, C37H42AlNP2S2Si2, from the Open Molecules 2025 dataset.

XYZ file:
```
87
C37H42AlNP2S2Si2 ωB97M-V/def2-TZVPD
Al 0.125 -0.427 0.800
S -0.967 1.708 0.913
P -0.164 1.619 -0.955
C 0.301 0.017 -1.295
P -0.955 -1.087 -1.640
S -1.561 -1.926 0.125
C -0.305 -2.444 -2.659
C -1.157 -3.425 -3.161
C -0.644 -4.491 -3.880
C 0.726 -4.587 -4.096
C 1.577 -3.614 -3.596
C 1.063 -2.541 -2.880
C -2.409 -0.509 -2.554
C -3.600 -0.226 -1.895
C -4.677 0.294 -2.600
C -4.565 0.535 -3.960
C -3.376 0.256 -4.622
C -2.301 -0.265 -3.922
C 1.347 2.644 -0.972
C 1.525 3.688 -0.072
C 2.679 4.459 -0.116
C 3.655 4.196 -1.066
C 3.479 3.158 -1.973
C 2.330 2.382 -1.923
C -1.214 2.525 -2.135
C -2.413 3.108 -1.748
C -3.160 3.837 -2.665
C -2.711 3.987 -3.967
C -1.514 3.399 -4.361
C -0.771 2.670 -3.450
H -2.225 -3.355 -2.986
H -1.310 -5.249 -4.272
H 1.127 -5.422 -4.657
H 2.644 -3.688 -3.765
H 1.710 -1.763 -2.493
H -3.676 -0.411 -0.830
H -5.603 0.512 -2.083
H -5.405 0.942 -4.509
H -3.287 0.448 -5.684
H -1.371 -0.480 -4.437
H 0.770 3.877 0.681
H 2.816 5.263 0.596
H 4.555 4.797 -1.100
H 4.241 2.947 -2.712
H 2.203 1.542 -2.596
H -2.764 2.984 -0.731
H -4.095 4.288 -2.358
H -3.292 4.560 -4.679
H -1.163 3.509 -5.379
H 0.158 2.205 -3.760
C -0.473 -3.725 3.243
Si 0.993 -2.627 2.874
C 1.774 -3.156 1.243
C 2.310 -2.922 4.181
C 0.489 -0.808 2.804
C 1.732 -0.030 2.622
C 2.589 0.562 3.556
C 3.737 1.181 3.105
C 4.039 1.212 1.743
C 3.140 0.650 0.867
N 2.016 0.077 1.305
Si -0.681 -0.270 4.159
C -0.296 -1.034 5.835
C -2.434 -0.757 3.707
C -0.622 1.591 4.408
H -0.185 -4.772 3.124
H -1.307 -3.530 2.568
H -0.825 -3.592 4.267
H 1.853 -4.245 1.210
H 2.780 -2.743 1.134
H 1.197 -2.867 0.358
H 2.810 -3.879 4.013
H 1.892 -2.936 5.187
H 3.077 -2.143 4.147
H 2.357 0.508 4.611
H 4.417 1.637 3.815
H 4.939 1.681 1.373
H 3.282 0.660 -0.205
H -0.431 -2.117 5.834
H -0.991 -0.618 6.571
H 0.718 -0.824 6.182
H -2.650 -1.793 3.973
H -2.610 -0.641 2.635
H -3.152 -0.122 4.232
H 0.379 2.006 4.279
H -0.959 1.836 5.419
H -1.278 2.105 3.704
```

Properties
Energy above the lowest of the compared OMol25 structures with the same formula, charge and spin   0.0 kJ/mol
Orbital gap   8.160 eV